{
  "formula": "C39H43BO4S2",
  "method": "wB97M-V/def2-TZVPD",
  "multiplicity": 1,
  "orbital_gap_ev": 2.427,
  "e_tot_ev": -71676.2955,
  "mol_weight_g_mol": 650.71,
  "e_above_lowest_kcal_mol": 0.0,
  "symbols": ["C", "C", "C", "C", "C", "B", "C", "C", "C", "C", "C", "S", "O", "C", "C", "C", "C", "C", "C", "O", "S", "H", "H", "H", "H", "H", "H", "H", "H", "H", "H", "H", "H", "H", "H", "H", "H", "H", "H", "H", "H", "H", "H", "C", "O", "C", "C", "C", "C", "C", "C", "C", "C", "C", "C", "C", "C", "C", "C", "C", "C", "C", "O", "C", "C", "C", "C", "C", "H", "H", "H", "H", "H", "H", "H", "H", "H", "H", "H", "H", "H", "H", "H", "H", "H", "H", "H", "H", "H"],
  "positions_angstrom": [[7.19826, 6.10839, 0.10985], [6.10901, 5.24232, 0.60253], [5.93736, 4.80818, 1.87449], [4.79393, 3.97068, 2.04628], [4.10395, 3.76688, 0.90860], [2.78345, 2.88339, 0.71327], [1.49898, 3.83408, 0.79195], [0.82803, 4.14898, 1.91540], [-0.27547, 5.02603, 1.69094], [-0.43649, 5.37736, 0.39222], [-1.48001, 6.26925, -0.15110], [0.79071, 4.61437, -0.57955], [2.83469, 2.22449, -0.63543], [3.08122, 0.84558, -0.35026], [2.47454, -0.02821, -1.45252], [4.59720, 0.64985, -0.27665], [2.41048, 0.62398, 1.07833], [0.89033, 0.50912, 0.94240], [2.97761, -0.58299, 1.83231], [2.69743, 1.83444, 1.78905], [4.83394, 4.62105, -0.40643], [7.87657, 6.38998, 0.91704], [7.77969, 5.59496, -0.65762], [6.79560, 7.02257, -0.32908], [6.60541, 5.06978, 2.68168], [4.50889, 3.53094, 2.99101], [1.10362, 3.76520, 2.88722], [-0.91921, 5.37989, 2.48271], [-2.14359, 6.62861, 0.63727], [-1.03073, 7.13669, -0.63720], [-2.08636, 5.74604, -0.89199], [2.59425, -1.08727, -1.23078], [1.41473, 0.18341, -1.57959], [2.96213, 0.17980, -2.40313], [4.85861, -0.39056, -0.09374], [5.06224, 0.96242, -1.20964], [5.01315, 1.26181, 0.52206], [0.60404, -0.40450, 0.42543], [0.41907, 0.50926, 1.92298], [0.50124, 1.36059, 0.38656], [2.81866, -1.50509, 1.27586], [4.04420, -0.46683, 2.01251], [2.49393, -0.68397, 2.80185], [-1.00698, -5.10611, -6.67835], [-2.28080, -4.73757, -6.21057], [-2.33280, -4.29159, -4.89576], [-3.56282, -3.78871, -4.44320], [-3.72238, -3.31886, -3.16880], [-2.65442, -3.34518, -2.25369], [-2.79237, -2.82604, -0.89356], [-3.63040, -1.70228, -0.67552], [-4.00324, -1.21142, 0.54098], [-4.79237, -0.02996, 0.75632], [-4.90253, 0.48031, 2.05561], [-5.58650, 1.64589, 2.30159], [-6.19811, 2.32382, 1.26421], [-6.11698, 1.83144, -0.02458], [-5.42593, 0.66947, -0.28218], [-2.06596, -3.47896, 0.19731], [-1.93133, -4.87939, 0.21777], [-1.23642, -5.50705, 1.21277], [-0.61383, -4.78191, 2.24029], [0.07097, -5.52397, 3.19424], [0.72159, -4.77970, 4.19241], [-0.73084, -3.38205, 2.21782], [-1.44584, -2.75417, 1.23245], [-1.43050, -3.87956, -2.69905], [-1.26775, -4.32095, -3.98421], [-1.10836, -5.41735, -7.71973], [-0.33358, -4.25042, -6.62444], [-0.61733, -5.93883, -6.09310], [-4.38585, -3.78442, -5.13459], [-4.68185, -2.94813, -2.84789], [-3.98816, -1.19913, -1.55454], [-3.67269, -1.73301, 1.42138], [-4.41797, -0.04367, 2.86033], [-5.60705, 2.05328, 3.29794], [-6.71748, 3.24889, 1.45831], [-6.56571, 2.38405, -0.83425], [-5.37389, 0.30067, -1.29083], [-2.40261, -5.46041, -0.55697], [-1.14179, -6.57869, 1.22822], [1.17916, -5.48705, 4.88563], [1.49970, -4.16028, 3.74603], [0.00150, -4.16542, 4.73267], [-0.23793, -2.79256, 2.97002], [-1.50584, -1.68005, 1.21281], [-0.59698, -3.88915, -2.01776], [-0.31206, -4.69473, -4.30056]],
  "forces_ev_per_a": [[0.2303, 0.2692, -0.4270], [-0.4632, -0.2754, 0.2615], [-0.0508, -0.0765, 0.2302], [0.5711, 0.2912, 0.3456], [-0.2557, -0.1632, -0.2927], [0.1274, 0.4068, -0.3412], [0.1527, -0.2182, -0.5017], [-0.6150, 0.3702, 0.3462], [0.0729, -0.0855, 0.2449], [0.3754, -0.3277, 0.2230], [-0.2046, 0.2569, -0.4356], [-0.2859, 0.0836, 0.4146], [-0.4118, -1.2318, 0.7590], [-0.1051, 0.3954, 0.1726], [0.0254, 0.3121, 0.1369], [-0.0909, -0.1618, 0.0877], [0.2753, 0.4683, -0.1138], [0.0016, -0.0512, -0.1202], [-0.0054, 0.3849, -0.0478], [0.1873, -0.7941, -1.1860], [0.3390, -0.0002, 0.3751], [-0.0714, -0.0528, 0.0160], [0.1130, 0.0946, -0.0770], [0.1091, 0.0923, -0.0715], [0.1621, 0.0818, 0.0491], [-0.0479, -0.0791, 0.0262], [0.0568, -0.0539, 0.0206], [-0.1570, 0.1193, 0.0516], [0.0643, -0.0421, 0.0277], [-0.1134, 0.0925, -0.0767], [-0.1215, 0.0914, -0.1089], [0.0657, -0.2008, 0.0724], [-0.0541, 0.0727, 0.0144], [0.1309, 0.0432, -0.0468], [0.0965, -0.1931, -0.0114], [-0.0846, 0.0669, -0.1182], [-0.0046, 0.0260, 0.0545], [-0.0760, -0.2705, -0.1244], [0.0540, 0.0542, 0.2516], [-0.0047, 0.0578, -0.0430], [-0.0397, -0.1580, -0.1567], [0.0106, 0.0543, -0.0111], [-0.1548, 0.0552, 0.1447], [0.4787, -0.1713, -0.2816], [-0.6425, 0.8541, 2.0459], [-0.1543, -0.2716, -0.6562], [-0.0064, -0.2352, -0.6059], [0.3066, 0.1762, 0.2156], [0.0956, -0.1080, 0.3573], [0.0685, -0.2630, 0.2825], [0.1609, -0.2455, -0.1129], [0.0176, -0.0484, -0.2618], [-0.2178, 0.2449, 0.0047], [0.1407, -0.3300, -0.1586], [0.0317, 0.2020, 0.2548], [0.0386, 0.1212, 0.1535], [-0.0039, 0.0096, -0.3298], [0.1353, -0.1021, 0.0444], [0.0191, 0.3206, -0.2867], [0.0502, 0.2793, -0.2183], [0.3191, -0.3002, 0.5148], [0.3225, -0.5475, 0.4531], [-1.3159, 0.7518, -1.8722], [0.3664, 0.2336, 0.4936], [0.5047, -0.5414, 0.7211], [-0.4674, -0.0571, -0.5789], [-0.4792, 0.3257, 0.6020], [0.0599, -0.3272, -1.0043], [-0.1249, 0.0812, 0.2056], [0.1711, -0.0535, -0.0243], [0.1504, -0.0566, -0.0555], [-0.2203, 0.0055, -0.1581], [-0.1885, 0.0412, -0.0286], [-0.0031, 0.1283, -0.2602], [-0.0074, -0.1311, 0.2962], [0.1326, -0.1031, 0.2373], [-0.0869, 0.0131, 0.1816], [-0.0697, 0.0940, 0.0139], [-0.1115, -0.0201, -0.1177], [0.0117, -0.0318, -0.2293], [-0.0622, -0.1486, -0.1145], [-0.0304, -0.2309, -0.0048], [-0.1119, 0.0334, -0.1795], [0.0540, 0.1316, 0.1188], [0.0720, 0.1023, 0.1165], [0.0810, 0.1983, 0.0701], [0.2452, 0.2384, 0.0468], [0.2109, -0.0378, 0.0634], [0.2565, -0.0293, 0.0322]]
}